C5H10IN2 | the ωB97M-V functional and the def2-TZVPD basis

Properties
SMILES = IN[N@+]12CC[C@H]1CC2
electronic energy = -603.33109 a.u.
relative energy (zero: lowest compared OMol25 entry of this formula, charge and spin) = 88.5 kcal/mol
E_HOMO = -13.46 eV

ORCA input file:
```
! RIJCOSX wB97M-V def2-TZVPD def2/J DEFGRID3
* xyz 1 1
C -0.96073 -1.51485 0.02737
C -1.29005 1.16896 -0.16135
C 0.45296 -1.23887 0.69738
C -0.02439 1.28772 0.62695
C -0.73773 -0.19802 -0.70056
N 1.75884 0.10558 -0.89793
N 0.60696 0.12272 -0.04143
I 3.51529 0.07366 0.04053
H -0.88446 -2.43245 -0.51128
H -1.88614 -1.61217 0.69703
H -2.32950 0.90800 0.20563
H -1.35331 2.03699 -0.84049
H 0.53314 -1.27858 1.77994
H 1.23028 -1.81894 0.20086
H 0.52943 2.17160 0.37811
H -0.14407 1.31984 1.74474
H -0.74487 -0.11149 -1.89422
H 1.72833 1.01027 -1.35127
*
```

C99H222N3O3 | the ωB97M-V functional and the def2-TZVPD basis

Properties
electronic energy = -4294.90650 a.u.
E_HOMO (alpha / beta) = -7.36 / -9.06 eV

ORCA input file:
```
! RIJCOSX wB97M-V def2-TZVPD def2/J DEFGRID3
* xyz 0 4
C 0.96822 -1.23078 -4.49672
C 1.77787 -2.29220 -5.28574
C 1.27000 -2.62335 -6.67194
C 2.29189 -3.57111 -7.44506
C 1.90195 -4.00386 -8.85972
C 1.36652 -2.89868 -9.80206
H 1.52666 -0.90299 -3.64178
H 0.01006 -1.53289 -4.13725
H 0.91147 -0.38491 -5.14887
H 2.78313 -1.80072 -5.36563
H 2.03252 -3.18745 -4.75217
H 1.12708 -1.72408 -7.28313
H 0.29023 -3.13319 -6.64022
H 3.26420 -3.03070 -7.39901
H 2.47796 -4.41457 -6.77490
H 2.81069 -4.46563 -9.34534
H 1.14384 -4.77117 -8.77677
H 2.16044 -2.21175 -10.06606
H 1.06381 -3.33635 -10.77205
H 0.55125 -2.30328 -9.41490
C -5.46947 5.36312 1.46330
C -4.50968 5.07336 0.30386
C -4.25502 3.49492 0.10430
C -3.19554 3.21738 -0.95869
C -3.00731 1.75495 -1.19303
C -2.01886 1.45305 -2.35645
H -5.13298 4.85501 2.35179
H -6.48884 5.01020 1.17214
H -5.45036 6.44270 1.62208
H -4.85437 5.47734 -0.67109
H -3.53407 5.51481 0.53313
H -5.20803 2.99705 -0.17345
H -3.95159 3.07931 1.09160
H -3.47052 3.62895 -1.93474
H -2.27261 3.63922 -0.59418
H -2.61064 1.17801 -0.33724
H -4.00829 1.32831 -1.52166
H -1.00689 1.75654 -2.01778
H -2.05152 0.40065 -2.45757
H -2.40504 1.91882 -3.29860
C 5.35417 -1.03919 2.90331
C 4.41521 -0.57479 3.97227
C 3.22258 0.06172 3.33276
C 3.63558 1.20272 2.44861
C 4.31543 2.30048 3.28531
C 4.01262 3.69575 2.80197
H 6.04724 -1.78931 3.29918
H 5.89406 -0.15128 2.57868
H 4.76130 -1.56993 2.11015
H 4.10703 -1.43190 4.60549
H 4.88032 0.07916 4.70091
H 2.50658 0.44831 4.09144
H 2.72852 -0.68199 2.67035
H 4.33182 0.90971 1.67486
H 2.82627 1.65946 1.89179
H 3.98598 2.23389 4.33373
H 5.43384 2.18408 3.25538
H 4.56116 4.37978 3.43951
H 4.22986 3.99478 1.77054
H 2.94799 3.88872 2.99967
C -3.63447 0.08260 -6.09076
C -2.22079 0.19049 -6.69703
C -1.30889 1.20734 -6.00550
C -0.15598 1.62474 -6.91663
C 0.68197 2.76093 -6.43251
C 1.87670 3.06953 -7.33354
H -4.11809 1.03955 -6.16171
H -3.57147 -0.15882 -5.02553
H -4.23558 -0.72238 -6.46926
H -1.66882 -0.72907 -6.61715
H -2.38036 0.52279 -7.75554
H -0.95946 0.75543 -5.09512
H -1.87436 2.14571 -5.81500
H 0.50212 0.69034 -7.00135
H -0.55409 1.73936 -7.93380
H 0.09883 3.67618 -6.51181
H 0.97519 2.54147 -5.39432
H 2.47255 3.81648 -6.83794
H 2.55316 2.17971 -7.53532
H 1.56026 3.54334 -8.29229
C 2.68950 6.42563 0.51998
C 3.64349 7.53675 0.77177
C 3.26190 8.40976 2.02509
C 1.85879 8.94729 2.11725
C 1.40038 9.89049 1.02838
C 1.98110 11.31784 1.03103
H 3.13356 5.76094 -0.23403
H 1.68565 6.72649 0.21968
H 2.49905 5.78824 1.41877
H 4.65909 7.13949 0.94401
H 3.75676 8.19531 -0.12186
H 3.93575 9.29372 2.11960
H 3.52746 7.75076 2.84935
H 1.17613 8.10138 2.10909
H 1.70184 9.41044 3.09860
H 1.68609 9.44077 0.04217
H 0.29969 10.03441 1.04305
H 1.72887 11.73861 1.99829
H 3.08081 11.38314 0.92110
H 1.48332 11.90715 0.25628
C -4.31844 -2.70095 3.26421
C -4.12973 -1.14628 3.28432
C -5.48890 -0.50526 3.36882
C -5.48470 0.96614 3.64183
C -6.86502 1.47917 3.81016
C -6.94960 2.94348 4.07308
H -5.09185 -2.91350 2.48092
H -4.58105 -3.05188 4.28651
H -3.41744 -3.23499 2.93159
H -3.55199 -0.84261 4.13166
H -3.69989 -0.89474 2.33024
H -6.09863 -1.03314 4.11696
H -5.95146 -0.67810 2.40257
H -4.98453 1.23462 4.55491
H -4.93259 1.45324 2.82341
H -7.42416 1.16219 2.86605
H -7.36380 1.02732 4.62747
H -6.65825 3.53993 3.22149
H -7.93159 3.24743 4.36760
H -6.30687 3.15828 4.92390
C 4.90888 3.99303 -3.71587
C 3.58845 3.19928 -3.83081
C 3.66528 1.73239 -3.28165
C 4.71854 0.90621 -4.00978
C 5.06530 -0.53005 -3.47431
C 5.95616 -1.35708 -4.42063
H 5.43948 3.73442 -2.80882
H 4.66691 5.02692 -3.62672
H 5.57387 3.91228 -4.54483
H 2.79976 3.67679 -3.29458
H 3.29784 3.11126 -4.86720
H 2.68534 1.22685 -3.28439
H 3.87898 1.78013 -2.20782
H 4.34066 0.80562 -5.03033
H 5.61752 1.43326 -4.11306
H 5.71237 -0.31282 -2.55897
H 4.20217 -1.04873 -3.02584
H 6.41054 -2.17356 -3.82623
H 5.52396 -1.72313 -5.35422
H 6.82273 -0.71418 -4.69399
C -1.67926 -4.19409 -4.44288
C -1.07644 -3.68001 -3.18832
C -1.75783 -2.48964 -2.54742
C -3.06976 -2.82400 -1.76864
C -3.69815 -1.56785 -1.15128
C -4.92317 -1.86042 -0.26845
H -2.69604 -4.52064 -4.21385
H -1.13559 -5.12022 -4.81025
H -1.80919 -3.47150 -5.29561
H -0.95105 -4.53999 -2.54286
H -0.03521 -3.41884 -3.44927
H -1.99031 -1.76102 -3.29404
H -1.05872 -2.04054 -1.83419
H -3.81267 -3.32074 -2.40079
H -2.88434 -3.57761 -0.94940
H -2.94097 -1.00799 -0.54899
H -3.99881 -0.87685 -1.91155
H -5.07519 -0.96892 0.33680
H -5.84637 -2.21862 -0.75774
H -4.58827 -2.69600 0.39502
C -0.47901 -2.74943 0.74704
C 0.48964 -1.67152 0.22511
C 0.02723 -0.27132 0.47336
C 0.89156 0.84704 -0.13355
C 0.55439 2.29618 0.18645
C 1.20359 3.21913 -0.88784
H -0.91566 -2.57745 1.75096
H -0.11813 -3.77629 0.82011
H -1.38504 -2.86864 0.10869
H 1.47853 -1.77298 0.60600
H 0.53257 -1.77381 -0.85489
H -0.06269 -0.05838 1.57737
H -1.02888 -0.18173 0.11898
H 1.97837 0.76267 0.00637
H 0.78427 0.73506 -1.24729
H -0.50733 2.50861 0.06740
H 0.92635 2.54814 1.20906
H 0.75973 4.22704 -0.94054
H 2.25708 3.30284 -0.58645
H 1.19323 2.82932 -1.88067
C 3.31187 -10.02978 1.75986
C 2.70554 -8.69743 1.30324
C 3.28283 -7.56917 2.10837
C 2.38785 -6.28768 1.95251
C 2.91902 -5.22607 2.91913
C 2.15942 -3.96112 2.95272
H 4.30198 -10.25014 1.36115
H 2.60140 -10.78317 1.47919
H 3.44881 -10.01206 2.83374
H 2.91790 -8.46445 0.25692
H 1.64112 -8.65237 1.51177
H 4.35466 -7.40169 1.84279
H 3.37828 -7.87023 3.18364
H 2.33521 -5.82675 0.96646
H 1.33674 -6.41878 2.21693
H 2.92802 -5.71389 3.95182
H 4.02260 -5.10771 2.65857
H 2.82968 -3.23028 3.37343
H 1.96967 -3.62913 1.92615
H 1.25949 -4.03638 3.53226
C -1.98852 8.20074 -0.59461
C -1.14767 7.09783 -1.27879
C -0.06388 7.73174 -2.23603
C 0.53110 6.72364 -3.15164
C 1.57830 7.34476 -4.07626
C 1.95441 6.36433 -5.19618
H -1.26648 8.73003 0.03168
H -2.68350 7.80923 0.16108
H -2.53110 8.80124 -1.35889
H -0.72025 6.62304 -0.42082
H -1.79412 6.41230 -1.84066
H 0.66207 8.29495 -1.66140
H -0.70295 8.38787 -2.88896
H 0.98906 5.87385 -2.63823
H -0.25403 6.40144 -3.81098
H 1.22129 8.33364 -4.53903
H 2.44859 7.50402 -3.43510
H 2.05325 5.35194 -4.74602
H 1.14081 6.31020 -5.94853
H 2.90587 6.61607 -5.70693
C 3.86416 -3.31988 -0.44222
C 3.01626 -3.80560 -1.58835
C 3.03249 -5.34049 -1.76091
C 2.57664 -5.77485 -3.13582
C 2.62663 -7.25986 -3.27029
C 2.29285 -7.69392 -4.69591
H 4.90815 -3.51006 -0.61714
H 3.55305 -3.85767 0.51090
H 3.76915 -2.23288 -0.30716
H 1.99690 -3.50410 -1.35032
H 3.26790 -3.35442 -2.57030
H 2.43764 -5.83804 -0.92325
H 4.10050 -5.66455 -1.62576
H 1.56447 -5.39498 -3.32305
H 3.19055 -5.22743 -3.88142
H 3.59953 -7.59961 -2.96371
H 1.91587 -7.78012 -2.58293
H 1.31322 -7.29598 -4.98541
H 3.02673 -7.27268 -5.42468
H 2.27342 -8.76783 -4.79402
C -1.24677 -7.86723 -3.03904
C -1.08984 -8.42694 -1.64006
C -0.52891 -7.44854 -0.64673
C -1.58102 -6.51840 -0.15504
C -2.60691 -7.29429 0.59367
C -3.33368 -8.28412 -0.28253
N -2.36668 -9.01740 -1.26360
O -2.96513 -9.82014 -1.91362
C -3.85595 -9.53208 0.48438
C -4.34559 -7.51532 -1.14833
C -0.25904 -9.78031 -1.80433
H -0.38094 -7.28953 -3.38616
H -2.09753 -7.15687 -3.10404
H -1.30286 -8.75393 -3.68310
H -0.31806 -8.10513 0.22126
H 0.43929 -7.03540 -0.99436
H -1.99963 -5.89167 -0.96098
H -1.07717 -5.82420 0.59799
H -3.41036 -6.71872 1.08094
H -2.13804 -7.92791 1.39684
H -4.28229 -10.19075 -0.26158
H -3.09605 -10.08960 1.02573
H -4.60519 -9.21222 1.23407
H -5.32981 -7.42262 -0.67313
H -3.84630 -6.51742 -1.29395
H -4.40602 -8.06114 -2.12255
H -0.92367 -10.38608 -2.39655
H -0.22984 -10.25639 -0.83038
H 0.68754 -9.47703 -2.26124
C -3.63936 6.06368 4.58526
C -2.62604 5.23330 5.30666
C -2.54140 3.77582 4.67792
C -1.88773 3.74674 3.32991
C -0.49297 4.20892 3.55612
C -0.40444 5.67479 4.06856
N -1.31498 5.93750 5.22780
O -1.04036 6.85286 6.01753
C 1.01984 5.93333 4.53946
C -0.82424 6.63956 3.05744
C -3.01374 4.95926 6.80271
H -3.52790 6.16982 3.52051
H -3.80080 7.05422 5.03301
H -4.55052 5.49489 4.67230
H -2.00202 3.07765 5.36333
H -3.57546 3.35847 4.76707
H -2.40610 4.34901 2.53614
H -1.86350 2.72793 2.92603
H 0.13486 4.16242 2.66799
H 0.03308 3.52935 4.26893
H 1.15002 5.45669 5.48954
H 1.65398 5.61007 3.70708
H 1.15203 6.97306 4.75391
H -1.84697 6.39012 2.74885
H -0.84969 7.67531 3.44788
H -0.19658 6.50164 2.16337
H -4.04567 4.70099 6.74912
H -2.78736 5.81571 7.50538
H -2.36230 4.14211 7.08414
C -2.28177 -0.63119 9.08432
C -1.21285 -0.37809 7.93946
C 0.13694 -0.85531 8.56971
C 1.21848 -0.94206 7.45725
C 0.64263 -1.99452 6.51956
C -0.62974 -1.58998 5.82500
N -1.65703 -1.10086 6.80399
O -2.85127 -1.10915 6.48207
C -0.49236 -0.59816 4.67546
C -1.26481 -2.95387 5.21880
C -1.04771 1.17493 7.71751
H -3.25106 -0.27952 8.78071
H -1.87015 -0.08185 9.92013
H -2.36578 -1.68119 9.22889
H 0.38225 -0.21857 9.40913
H -0.03451 -1.84119 9.01706
H 2.13183 -1.33624 7.88956
H 1.51810 0.04056 7.08370
H 0.43168 -2.93142 7.06363
H 1.39069 -2.13933 5.76252
H 0.25725 -0.98712 3.95611
H -1.43190 -0.40589 4.27226
H -0.02224 0.32361 4.99668
H -2.26929 -2.79377 4.94343
H -0.65064 -3.23284 4.39598
H -1.14868 -3.80164 5.89045
H -1.99802 1.68633 7.56232
H -0.34610 1.24880 6.88677
H -0.53170 1.71926 8.56805
*
```

C5H6Li2O4Pt | the ωB97M-V functional and the def2-TZVPD basis

Properties
electronic energy = -628.77208 a.u.
relative energy (zero: lowest compared OMol25 entry of this formula, charge and spin) = 40.6 kcal/mol
E_HOMO (alpha / beta) = -16.34 / -16.62 eV

ORCA input file:
```
! RIJCOSX wB97M-V def2-TZVPD def2/J DEFGRID3
* xyz 2 3
O 1.42906 -0.46246 -0.76598
C 2.05437 -0.04302 0.24523
O 2.53267 1.14216 0.13673
Pt 1.24983 1.42100 -1.42226
Li 3.83993 1.99492 1.15866
O -0.59674 1.59630 -1.74459
Li -0.01434 -1.36713 -1.63604
C -1.24164 0.51271 -1.57419
O -2.54168 0.72362 -1.69362
C -3.43456 -0.26364 -1.19286
H -4.32761 0.25480 -0.82735
H -3.71450 -0.97069 -1.98521
H -2.95792 -0.80313 -0.36479
C 2.02028 -0.78136 1.51452
C 1.20456 -0.52062 2.55177
H 2.85873 -1.46785 1.64140
H 1.35235 -1.03044 3.50429
H 0.28721 0.06485 2.45431
*
```